Formula: C42H42F18N9O12S6
Source: the Open Molecules 2025 dataset
Level of theory: the ωB97M-V functional and the def2-TZVPD basis

LUMO (alpha / beta): -10.280 / -12.114 eV
Max |F|: 0.1629 Eh/bohr
2S+1: 2
Net charge: +4
Highest occupied orbital energy (alpha / beta): -15.21 / -15.21 eV
HOMO-LUMO gap (alpha / beta): 4.928 / 3.094 eV

Last column: Mulliken spin population.
Cartesian coordinates (Å):
C  -2.4434  6.2561  -1.1407  0.000
N  -2.2131  5.2579  -2.2429  0.000
C  -0.9495  4.8738  -2.6169  -0.001
C  -0.7710  4.1410  -3.7312  0.004
C  -1.8031  3.5242  -4.4265  -0.002
C  -3.0914  3.9260  -4.0316  0.000
C  -3.2843  4.8646  -2.9990  0.000
C  -1.4620  2.4775  -5.4150  0.001
C  -0.5603  2.8355  -6.4507  -0.001
C  -0.1261  1.8377  -7.3251  0.001
N  -0.5318  0.5452  -7.1392  0.000
C  -1.3920  0.1692  -6.0984  0.000
C  -2.0255  1.1903  -5.3553  0.000
C  0.0437  -0.6694  -7.8729  0.000
H  -1.9393  7.2075  -1.3107  0.000
H  -2.1369  5.8424  -0.1800  0.000
H  -3.4810  6.5900  -1.1335  0.000
H  -0.1218  5.2433  -2.0297  -0.001
H  0.1928  3.7929  -4.0722  -0.003
H  -3.9602  3.5009  -4.5121  0.000
H  -4.2815  5.1929  -2.7454  0.000
H  -0.1975  3.8424  -6.5953  0.000
H  0.5800  1.9835  -8.1291  0.000
H  -1.6034  -0.8862  -6.0101  0.000
H  -2.7426  0.9763  -4.5766  0.000
H  -0.6832  -0.8386  -8.6673  0.000
H  0.1161  -1.4980  -7.1684  0.000
H  0.9353  -0.4214  -8.4488  0.000
C  4.1598  -0.5207  -1.1615  0.001
N  4.0211  -0.6126  0.2967  0.000
C  3.6592  -1.7723  0.8823  0.000
C  3.4613  -1.8516  2.2761  0.000
C  3.5585  -0.6954  3.0347  0.000
C  3.8282  0.4566  2.3697  0.000
C  4.1501  0.4734  1.0179  -0.001
C  3.3898  -0.7877  4.4840  -0.001
C  2.7007  -1.7983  5.1213  0.000
C  2.5593  -1.8322  6.5118  0.000
N  3.1596  -0.8832  7.2699  0.000
C  3.8060  0.1624  6.7048  0.000
C  3.9113  0.2210  5.3388  0.000
C  3.0903  -0.9566  8.7230  0.000
H  3.4035  0.1410  -1.5839  -0.002
H  4.0951  -1.5493  -1.5163  0.000
H  5.1315  -0.1138  -1.4413  0.000
H  3.3670  -2.5884  0.2382  0.000
H  3.1741  -2.8172  2.6654  0.000
H  3.8789  1.4231  2.8489  0.000
H  4.4190  1.3456  0.4405  0.000
H  2.3499  -2.6743  4.5960  0.000
H  1.9618  -2.5126  7.1004  0.000
H  4.4490  0.8110  7.2812  0.000
H  4.5324  0.9761  4.8800  0.000
H  3.6416  -1.8481  9.0221  0.000
H  2.0287  -0.9004  8.9639  0.000
H  3.5724  -0.0489  9.0862  0.000
C  -6.0080  -0.7822  7.0525  0.000
N  -5.8062  -0.9697  5.6280  0.000
C  -4.9347  -1.8914  5.2087  0.000
C  -4.6762  -1.9499  3.8080  0.000
C  -5.3434  -1.1276  2.8859  0.000
C  -6.3129  -0.2285  3.3748  0.000
C  -6.4110  -0.1296  4.7670  0.000
C  -5.0444  -1.2226  1.4568  0.000
C  -3.6985  -1.3361  1.0410  0.000
C  -3.3800  -1.4059  -0.3225  0.001
N  -4.3963  -1.4431  -1.2302  0.000
C  -5.6744  -1.1868  -0.8936  0.000
C  -6.0183  -1.0907  0.4685  0.000
C  -4.1464  -1.5866  -2.7167  0.000
H  -7.0716  -0.8451  7.2825  0.000
H  -5.7627  0.2626  7.2430  0.000
H  -5.4144  -1.4534  7.6732  0.000
H  -4.4639  -2.5737  5.9010  0.000
H  -3.9143  -2.6663  3.5386  0.000
H  -6.8744  0.4074  2.7064  0.000
H  -7.1606  0.5126  5.2054  0.000
H  -2.8818  -1.2993  1.7468  0.000
H  -2.3761  -1.5497  -0.6938  0.000
H  -6.3558  -1.0991  -1.7270  0.000
H  -7.0600  -0.9111  0.6900  0.000
H  -4.7026  -2.4916  -2.9612  0.000
H  -3.0729  -1.7599  -2.7921  0.000
H  -4.5042  -0.7020  -3.2435  0.000
C  4.3965  5.0824  -1.2024  -0.002
F  5.2201  5.8717  -2.0479  0.001
F  5.0834  4.6000  -0.1582  0.000
F  3.3973  5.8880  -0.7871  0.000
S  3.5474  3.5909  -2.2600  -0.022
O  4.3739  2.4427  -1.8163  0.008
O  2.1300  3.5353  -1.9426  0.035
N  3.7817  4.1862  -3.9216  0.609
S  3.8810  2.8523  -4.6801  -0.070
O  5.1965  2.1801  -4.4902  0.281
O  2.6689  2.0451  -4.5862  0.174
C  3.8302  3.5658  -6.5235  -0.011
F  2.6208  4.1239  -6.8537  -0.001
F  4.7892  4.4471  -6.6954  0.000
F  4.1662  2.5585  -7.3593  0.000
C  -0.5090  -3.6083  2.2708  0.000
F  -1.2336  -3.5274  1.1937  0.000
F  0.1165  -2.4796  2.3968  0.000
F  -1.2790  -3.7910  3.2870  0.000
S  0.7302  -5.1166  2.1520  0.000
O  -0.1442  -6.2363  2.1198  0.000
O  1.4355  -4.8006  0.8989  0.000
N  1.6760  -4.8304  3.5081  0.000
S  2.6682  -5.9678  3.5002  0.000
O  2.1367  -7.3033  3.6672  0.000
O  3.7731  -5.8946  2.5585  0.000
C  3.5651  -5.5958  5.2337  0.000
F  4.3661  -6.5934  5.6275  0.000
F  4.3146  -4.5471  5.0559  0.000
F  2.6607  -5.3912  6.2083  0.000
C  0.8816  -3.0825  -2.2449  0.000
F  1.9726  -3.6271  -2.8647  0.000
F  -0.2520  -3.9193  -2.2456  0.000
F  1.2251  -2.7160  -1.0191  0.000
S  0.4350  -1.5156  -3.2132  0.000
O  1.6763  -0.7680  -3.5103  0.000
O  -0.2709  -1.9270  -4.4500  0.000
N  -0.7110  -0.7548  -2.1128  0.000
S  0.0490  0.5169  -1.7283  -0.001
O  1.1922  0.2665  -0.8297  0.001
O  0.2700  1.5196  -2.8476  0.002
C  -1.2534  1.3901  -0.5666  0.000
F  -0.8026  2.6198  -0.2978  0.000
F  -2.4460  1.4849  -1.1797  0.000
F  -1.3870  0.7416  0.6326  0.000

Forces on atoms 1 to 6 (eV/Å):
C 0.0 0.2 -0.1
N -0.7 0.6 -0.9
C -1.1 1.4 0.9
C 1.0 -1.8 -1.2
C -1.4 0.9 1.2
C 0.1 0.0 0.2

=====

Formula: C42H42I2KN8O4PS
Source: the Open Molecules 2025 dataset
Level of theory: the ωB97M-V functional and the def2-TZVPD basis

LUMO: -0.040 eV
Max |F|: 0.0396 Eh/bohr
2S+1: 1
Net charge: 0
Highest occupied orbital energy: -7.75 eV
HOMO-LUMO gap: 7.709 eV

Last column: Mulliken charge in e.
Cartesian coordinates (Å):
K  -0.6551  0.8746  0.0159  1.847
I  -2.8593  2.0079  2.8788  0.055
C  -4.4392  1.9387  1.4357  -0.316
I  -5.0847  0.0048  0.7897  0.010
H  -4.0553  2.4361  0.5544  -0.270
H  -5.2946  2.4547  1.8610  0.810
N  -2.2295  -2.7005  0.9495  0.118
P  -2.1199  -1.3385  1.9719  1.042
C  -3.0281  -2.1157  3.3906  0.548
C  -4.1056  -1.4938  4.0043  -0.074
C  -4.7936  -2.1158  5.0331  -0.751
C  -4.4041  -3.3675  5.4715  -0.545
C  -3.3044  -3.9820  4.8944  -0.912
C  -2.6207  -3.3614  3.8662  -0.493
C  -0.4750  -1.6029  2.7487  0.799
C  0.5042  -2.4195  2.1993  -0.393
C  1.6428  -2.7176  2.9306  -0.311
C  1.8143  -2.1889  4.1997  -0.785
C  0.8786  -1.3063  4.7160  -0.716
C  -0.2612  -1.0155  3.9922  -1.266
C  -2.0027  -2.5159  -0.3851  0.109
C  -2.0905  -3.5412  -1.3330  -1.095
C  -1.8181  -3.2286  -2.6466  -0.843
C  -1.4850  -1.9218  -2.9797  -1.186
C  -1.4298  -0.9812  -1.9719  -0.925
N  -1.6839  -1.2658  -0.7039  1.039
H  -2.5279  -3.6112  1.2750  0.213
H  -4.4185  -0.5098  3.6904  0.073
H  -5.6397  -1.6211  5.4849  0.438
H  -4.9476  -3.8576  6.2660  0.384
H  -2.9798  -4.9507  5.2463  0.420
H  -1.7472  -3.8398  3.4432  0.311
H  0.3754  -2.8258  1.2056  0.329
H  2.3987  -3.3657  2.5096  0.484
H  2.6785  -2.4622  4.7888  0.410
H  1.0264  -0.8689  5.6936  0.449
H  -1.0064  -0.3387  4.3912  0.457
H  -2.3434  -4.5487  -1.0381  0.495
H  -1.8581  -3.9957  -3.4061  0.438
H  -1.2498  -1.6476  -3.9958  0.569
H  -1.1590  0.0415  -2.1883  0.931
C  2.4006  2.4815  3.4823  -1.379
C  1.3347  2.2977  2.6152  -0.804
N  1.2083  1.2410  1.8265  1.385
C  2.1612  0.3290  1.8515  -0.807
C  3.2674  0.3920  2.7047  0.445
C  3.3682  1.4984  3.5470  -0.722
C  4.2076  -0.7105  2.8648  -0.580
C  4.7114  -1.5311  1.9405  -0.858
C  4.6322  -1.3910  0.4930  0.884
C  4.6586  -0.1501  -0.1477  -0.239
C  4.8148  -0.1683  -1.5183  -0.489
N  4.8820  -1.2958  -2.2131  -0.456
C  4.7690  -2.4152  -1.5201  -0.330
N  4.6855  -2.5232  -0.2122  -0.630
H  2.4597  3.3609  4.1052  0.443
H  0.5465  3.0380  2.5613  0.481
H  2.0288  -0.5025  1.1775  0.568
H  4.2083  1.5829  4.2241  0.553
H  4.4761  -0.8887  3.8993  0.523
H  5.2951  -2.3891  2.2532  0.374
H  4.5996  0.7756  0.3939  0.456
H  4.9006  0.7473  -2.0871  0.617
H  4.7942  -3.3396  -2.0828  0.412
O  1.4954  -2.3033  -1.9328  -0.812
C  1.6840  -1.1004  -2.0469  -0.466
N  1.4072  -0.1824  -1.1186  0.501
S  1.6564  1.3010  -1.6602  0.489
O  2.5128  2.0927  -0.8139  -0.800
O  0.3581  1.9232  -1.9045  -0.113
C  2.4038  0.8763  -3.2251  0.026
C  3.0065  1.6247  -4.2101  -0.944
C  3.5162  0.9470  -5.3112  -0.733
C  3.4006  -0.4330  -5.4048  -0.652
C  2.7992  -1.1738  -4.3969  -0.546
C  2.3061  -0.5011  -3.2921  0.413
H  3.0936  2.6966  -4.1151  0.550
H  4.0124  1.4995  -6.0963  0.453
H  3.7956  -0.9385  -6.2740  0.443
H  2.7297  -2.2497  -4.4393  0.537
C  -0.9743  4.3372  -0.5121  -0.836
N  -1.6607  3.9534  -1.7240  0.226
C  -1.1495  4.5178  -2.9523  -0.413
C  -2.2309  4.4263  -4.0186  -0.760
C  -2.6005  2.9607  -4.1803  -0.579
N  -2.9289  2.3950  -2.8912  0.288
C  -3.7391  1.2017  -2.9254  -0.872
C  -2.3261  2.7723  -1.7340  0.528
O  -2.5101  2.1384  -0.6871  -1.015
H  0.0130  3.8751  -0.4439  0.260
H  -1.5754  4.0300  0.3403  0.106
H  -0.8685  5.4202  -0.5060  0.405
H  -0.2481  3.9741  -3.2635  0.045
H  -0.8871  5.5610  -2.7582  0.448
H  -1.8830  4.8426  -4.9639  0.376
H  -3.1110  4.9854  -3.6914  0.294
H  -1.7685  2.4071  -4.6385  0.232
H  -3.4770  2.8551  -4.8291  0.428
H  -3.2489  0.3959  -3.4762  0.355
H  -4.6951  1.4292  -3.4030  0.426
H  -3.9177  0.8650  -1.9089  -0.039

Forces on atoms 1 to 6 (eV/Å):
K -0.3 -0.1 2.0
I -0.2 0.3 -0.1
C -0.1 0.0 0.1
I -0.2 0.4 0.0
H 0.0 -0.1 0.1
H 0.1 -0.2 0.1

=====

Number 1: DFT total energy -196096.2999 eV. Number 2: DFT total energy -116999.3299 eV.